Density functional theory data (wB97M-V/def2-TZVPD) for the molecule C3H6N2O2 at a distorted geometry.

Structure (SMILES): CC(=C=O)N(N)O
Energy relative to the best compared isomer or geometry (same formula, charge and spin), kJ/mol: 546.4
Strongest force on any atom, eV/A: 1.7
LUMO energy, eV: 0.8381
Molecular weight, g/mol: 102.09
Orbital gap, eV: 8.59
Calculated total energy, Ha: -377.75124
Spin multiplicity: 1

Bonds (Å) are listed after each position.
Cartesian coordinates (Å):
1 C -0.093 -1.691 0.159  C2 1.496, H8 1.095, H9 1.092, H10 1.094
2 C 0.438 -0.296 0.059  C1 1.496, C3 1.332, N5 1.429
3 C 1.678 0.060 -0.272  C2 1.332, O4 1.178
4 O 2.846 0.007 -0.422  C3 1.178
5 N -0.346 0.846 0.409  C2 1.429, N6 1.325, O7 1.668
6 N -1.547 0.922 -0.144  N5 1.325, H11 1.018, H12 1.013
7 O 0.745 1.925 -0.244  N5 1.668, H13 0.970
8 H -0.558 -1.874 1.134  C1 1.095
9 H 0.725 -2.405 0.038  C1 1.092
10 H -0.842 -1.905 -0.610  C1 1.094
11 H -1.878 0.199 -0.781  N6 1.018
12 H -2.108 1.706 0.167  N6 1.013
13 H 0.939 2.506 0.509  O7 0.970

natural (NBO) population analysis, charges in e, atoms 1 to 5:
1. C -0.622
2. C -0.228
3. C 0.725
4. O -0.490
5. N 0.023